21
Properties=species:S:1:pos:R:3 method="wB97M-V/def2-TZVPD" smiles=CNCCCN.O total_energy_ha=-345.455000 largest_force_ev_per_a=5.10 de_lowest_kcal_mol=76.04
N -0.327 0.514 1.202
H 3.252 1.079 4.555
H -1.144 -1.267 2.068
H -0.360 1.781 -0.408
H -1.806 -0.588 -3.477
C 0.539 -0.074 -1.225
C -0.225 -1.127 -2.207
N -0.800 -0.535 -3.435
H -1.516 0.560 -0.614
H -0.422 0.259 -3.934
H 0.809 0.800 -1.920
H -1.001 -1.787 -1.710
H -2.413 -0.562 1.487
H 1.366 -0.570 -0.654
H 0.618 -1.888 -2.351
H 0.601 0.070 1.350
C -0.448 0.689 -0.262
C -1.412 -0.248 1.867
O 3.135 0.949 3.648
H 3.303 1.682 3.179
H -1.750 0.264 2.841


21
Properties=species:S:1:pos:R:3 method="wB97M-V/def2-TZVPD" smiles=CNCCCN.O total_energy_ha=-345.491013 largest_force_ev_per_a=2.86 de_lowest_kcal_mol=53.45
H 1.924 -0.538 -0.360
H -1.307 -2.687 0.811
H -2.416 0.657 -2.550
O -1.739 -0.020 -2.402
H 1.245 2.312 -1.206
H 2.437 2.047 0.736
C 0.475 -0.793 1.216
H 0.283 -0.315 2.197
H 0.999 1.588 1.600
H -2.378 -1.404 1.250
H 0.516 -1.865 1.465
N 0.753 1.765 -0.509
H 0.020 2.398 -0.192
N -0.638 -0.648 0.270
C -1.632 -1.664 0.484
H -2.143 -1.876 -0.489
C 1.761 -0.123 0.633
H -0.276 -0.093 -0.506
H 2.613 -0.324 1.317
C 1.565 1.375 0.709
H -1.735 -0.424 -1.533